[1]
Formula: C4H7NOS3
Source: the Open Molecules 2025 dataset
Level of theory: ωB97M-V with the def2-TZVPD basis set

Structure (XYZ):
```
16
Properties=species:S:1:pos:R:3
C -1.62 0.00 0.43
C 2.23 -0.07 0.06
C -2.04 1.38 0.10
C 0.00 -1.56 -0.16
N -0.76 -0.52 -0.55
O -1.94 -0.68 1.35
S 1.78 1.20 1.14
S 1.50 1.33 -0.90
S 3.80 -0.81 -0.25
H -1.84 1.44 -0.95
H -3.11 1.65 0.29
H -1.27 2.08 0.48
H 0.59 -1.86 -0.99
H -0.13 -1.93 0.85
H -0.29 0.19 -1.20
H 3.10 -1.83 0.30
```

## Properties
Energy: -1481.0259 Ha
Relative energy (zero: lowest compared OMol25 entry of this formula, charge and spin): 3.5 kcal per mole
F_max: 0.0449 hartree/bohr
Multiplicity: 1
Frontier orbital gap (spin up / spin down): 6.5 / 7.6 eV

[2]
Formula: C4H7NS
Source: the Open Molecules 2025 dataset
Level of theory: ωB97M-V with the def2-TZVPD basis set

Structure (XYZ):
```
13
Properties=species:S:1:pos:R:3
C 1.06 -1.17 0.22
C 1.02 1.26 -0.14
C -0.22 0.58 0.40
C -0.28 -0.72 -0.38
H 0.96 -1.46 1.30
H 1.46 -2.01 -0.42
H 2.73 0.02 0.50
H 1.02 1.67 -1.19
H 1.37 1.94 0.63
H -0.10 0.46 1.45
H -0.27 -0.49 -1.45
N 1.87 -0.02 -0.20
S -1.86 0.02 0.00
```

## Properties
Energy: -609.4161 Ha
Relative energy (zero: lowest compared OMol25 entry of this formula, charge and spin): 89.3 kcal per mole
F_max: 0.0794 hartree/bohr
Multiplicity: 1
Frontier orbital gap: 9.8 eV

[3]
Formula: C4H7NS
Source: the Open Molecules 2025 dataset
Level of theory: ωB97M-V with the def2-TZVPD basis set

Structure (XYZ):
```
13
Properties=species:S:1:pos:R:3
C 0.85 0.14 1.77
C -0.33 0.75 1.09
C -1.40 1.30 1.73
C -0.33 -0.18 -1.29
H 1.75 0.69 1.35
H 0.89 0.13 2.93
H 1.16 -1.04 1.67
H -1.34 1.72 2.76
H -2.57 1.36 1.28
H -1.20 1.31 -0.61
H -1.09 -0.06 -2.14
N -0.61 0.68 -0.27
S 0.87 -1.31 -1.57
```

## Properties
Energy: -609.4572 Ha
Relative energy (zero: lowest compared OMol25 entry of this formula, charge and spin): 63.6 kcal per mole
F_max: 0.0957 hartree/bohr
Multiplicity: 1
Frontier orbital gap: 8.6 eV

[4]
Formula: C4H7NS
Source: the Open Molecules 2025 dataset
Level of theory: ωB97M-V with the def2-TZVPD basis set

Structure (XYZ):
```
13
Properties=species:S:1:pos:R:3
C 1.80 1.00 -0.61
C 2.79 -1.28 0.51
C -1.79 1.26 -0.38
C -0.50 0.71 0.43
N 0.63 1.02 -0.36
S 3.30 0.17 -0.17
H 1.93 -1.46 1.19
H 3.05 -2.28 0.16
H -2.15 2.13 0.15
H -1.39 1.52 -1.42
H -2.57 0.45 -0.30
H -0.67 -0.38 0.56
H -0.59 1.32 1.30
```

## Properties
Energy: -609.3882 Ha
Relative energy (zero: lowest compared OMol25 entry of this formula, charge and spin): 106.8 kcal per mole
F_max: 0.0640 hartree/bohr
Multiplicity: 1
Frontier orbital gap (spin up / spin down): 7.8 / 7.0 eV

[5]
Formula: C4H7NS
Source: the Open Molecules 2025 dataset
Level of theory: ωB97M-V with the def2-TZVPD basis set

Structure (XYZ):
```
13
Properties=species:S:1:pos:R:3
C 1.57 0.65 -0.33
C 0.43 1.02 -0.29
C 2.80 -0.02 -0.57
C -2.53 -0.80 0.77
N -0.91 1.50 0.34
S -2.31 0.68 -0.29
H 2.71 -1.02 -0.79
H 3.36 0.53 -1.39
H 3.31 -0.03 0.36
H -3.56 -0.83 0.52
H -2.30 -0.46 1.76
H -1.85 -1.62 0.49
H -0.98 2.56 0.16
```

## Properties
Energy: -609.4185 Ha
Relative energy (zero: lowest compared OMol25 entry of this formula, charge and spin): 87.9 kcal per mole
F_max: 0.0953 hartree/bohr
Multiplicity: 1
Frontier orbital gap: 9.3 eV

[6]
Formula: C4H7NS
Source: the Open Molecules 2025 dataset
Level of theory: ωB97M-V with the def2-TZVPD basis set

Structure (XYZ):
```
13
Properties=species:S:1:pos:R:3
C 1.37 0.38 0.17
C -0.69 1.95 0.07
C -0.89 0.44 -0.15
C 0.25 -1.90 0.13
N 0.26 -0.37 0.15
S 2.90 0.11 -0.07
H -0.63 2.47 0.97
H -0.54 2.57 -0.79
H -1.75 0.12 0.42
H -0.98 0.47 -1.26
H -0.86 -1.90 -0.05
H 0.94 -2.08 -0.73
H 0.62 -2.27 1.14
```

## Properties
Energy: -609.3888 Ha
Relative energy (zero: lowest compared OMol25 entry of this formula, charge and spin): 106.5 kcal per mole
F_max: 0.0588 hartree/bohr
Multiplicity: 1
Frontier orbital gap (spin up / spin down): 8.5 / 7.5 eV

Q: multiplicity of number 3 (C4H7NS)?
A: 1

Q: Number 2 is which compound?
A: C4H7NS